The following is a quantum chemistry calculation of 14 unconnected molecules or ions with the total composition C75H149N7O31 at a distorted geometry, from OMol25.

Atoms and positions in Å:
C 7.00194 -3.03933 -6.21223
C 8.09975 -3.86318 -6.88881
O 7.66412 -5.15764 -6.81682
C 6.67335 -5.32243 -5.96162
O 6.17121 -6.38914 -5.69582
O 6.24111 -4.06337 -5.55858
H 6.41402 -2.36095 -6.83050
H 7.69436 -2.49197 -5.57267
H 9.12637 -3.73361 -6.54622
H 8.15038 -3.56117 -7.93491
C 4.39989 6.07782 -4.66898
C 3.90438 5.36694 -3.46017
O 2.72668 6.08507 -3.07167
C 2.79980 7.34009 -3.62191
O 2.08499 8.29198 -3.32182
O 3.82123 7.41931 -4.54774
H 3.97268 5.60914 -5.55551
H 5.48943 6.09104 -4.69752
H 4.66646 5.46436 -2.68696
H 3.67888 4.30293 -3.53179
C 0.86918 -4.14729 -10.81019
C 1.16899 -4.04560 -9.29109
O 1.28359 -5.39075 -8.86235
C 1.33243 -6.25150 -9.88781
O 1.85845 -7.37605 -9.88116
O 1.13309 -5.52876 -11.05074
H 1.53375 -3.42532 -11.28476
H -0.15644 -3.81044 -10.96101
H 0.52761 -3.37004 -8.72508
H 2.11525 -3.51363 -9.19264
C -0.31443 4.58247 -9.94222
C 0.58841 3.97594 -10.92029
O 1.64015 3.53217 -10.09282
C 1.21927 3.30337 -8.87822
O 1.77423 2.61654 -8.00800
O 0.06067 3.91774 -8.74557
H -1.38007 4.45391 -10.13190
H -0.33861 5.66808 -9.84757
H 0.92865 4.69060 -11.66970
H 0.07979 3.16519 -11.44189
C -2.33829 5.06815 -3.44903
C -2.59921 5.23175 -1.92246
O -3.80443 4.61352 -1.67462
C -4.30442 4.10815 -2.78956
O -5.26177 3.42033 -2.92032
O -3.42806 4.24630 -3.81616
H -1.48163 4.42458 -3.64923
H -2.30435 6.01120 -3.99457
H -2.57000 6.22804 -1.48128
H -1.86383 4.61214 -1.40923
C 3.19128 -10.90231 -2.19100
C 3.46766 -9.39355 -2.21140
O 4.74993 -9.34068 -1.63860
C 5.41386 -10.47853 -1.85186
O 6.63503 -10.71564 -1.71720
O 4.56979 -11.37058 -2.36949
H 2.59498 -11.13347 -3.07365
H 2.75505 -11.15558 -1.22474
H 2.69059 -8.92377 -1.60843
H 3.38630 -8.94361 -3.20086
C -6.59018 -4.29121 -5.17364
C -6.70878 -2.86749 -5.69477
O -5.59903 -2.76088 -6.60318
C -4.84221 -3.88054 -6.56026
O -3.90997 -4.17955 -7.27011
O -5.33097 -4.71755 -5.68470
H -7.43238 -4.92672 -5.44737
H -6.63030 -4.34964 -4.08594
H -6.79791 -2.13595 -4.89165
H -7.64058 -2.86903 -6.26032
C 1.13022 -3.57382 -2.52549
C 0.75768 -2.09349 -2.38313
C -0.74131 -1.97566 -2.87067
C -1.38557 -0.67439 -2.46953
C -1.29929 -0.54146 -0.96594
C 0.18954 -0.57779 -0.43399
N 0.79528 -1.81930 -0.94760
O 2.03655 -2.02358 -0.36011
C 0.86274 0.72712 -0.82802
C 0.07431 -0.59869 1.10746
C 1.62419 -1.27877 -3.34120
H 2.14746 -3.68583 -2.15030
H 1.04856 -3.75707 -3.59688
H 0.49528 -4.25032 -1.95339
H -0.81704 -2.03103 -3.95663
H -1.28537 -2.83975 -2.48928
H -2.41339 -0.84578 -2.78939
H -0.86373 0.07017 -3.07071
H -1.85192 -1.34544 -0.47982
H -1.88623 0.37101 -0.86115
H 1.95094 0.74611 -0.76839
H 0.79772 1.00963 -1.87877
H 0.43343 1.58747 -0.31460
H -0.67225 -1.32699 1.42421
H 1.02415 -0.88313 1.56020
H -0.07192 0.39299 1.53560
H 1.56565 -1.50854 -4.40510
H 2.64885 -1.35558 -2.97753
H 1.53251 -0.19317 -3.30702
H 1.74994 -2.35270 0.49496
C -7.82171 3.67522 2.41990
C -7.61140 3.92526 3.93070
C -8.15902 2.59862 4.60859
C -7.78485 2.36635 6.09254
C -6.24480 2.48427 6.16330
C -5.51307 3.67429 5.46691
N -6.10547 3.97216 4.12003
O -5.53322 5.02483 3.47350
C -5.49534 4.97795 6.28931
C -4.04088 3.23662 5.28336
C -8.43690 5.05250 4.48021
H -8.88270 3.56265 2.19690
H -7.16904 2.89023 2.03790
H -7.62305 4.55761 1.81160
H -9.24732 2.53773 4.60484
H -7.75513 1.77518 4.01959
H -8.05850 1.35699 6.39985
H -8.36832 3.04571 6.71393
H -5.91440 1.50983 5.80360
H -6.12943 2.60149 7.24082
H -6.47207 5.45279 6.19646
H -5.40851 4.94073 7.37521
H -4.75021 5.68949 5.93355
H -3.50153 3.47555 6.19992
H -3.98737 2.16862 5.07215
H -3.50842 3.72771 4.46884
H -7.93960 6.01876 4.39543
H -8.75048 4.98742 5.52210
H -9.35615 5.22598 3.92078
H -5.41984 4.83250 2.53983
C 7.93335 1.74165 -1.32324
C 9.38541 2.30994 -1.17802
C 10.06266 1.70153 -2.39145
C 11.47495 2.24928 -2.72907
C 11.29590 3.71045 -3.00635
C 10.56986 4.51306 -1.85152
N 9.36927 3.73870 -1.39392
O 8.63081 4.43062 -0.46443
C 11.66488 4.63400 -0.78184
C 10.11701 5.89901 -2.39986
C 10.13884 1.91981 0.10947
H 7.59096 1.91219 -2.34393
H 7.14729 2.34526 -0.86950
H 7.85296 0.77074 -0.83439
H 10.25570 0.63190 -2.30954
H 9.41619 1.63844 -3.26678
H 11.87755 1.82445 -3.64860
H 12.33556 2.19076 -2.06272
H 10.73415 3.78626 -3.93737
H 12.28741 4.13535 -3.16270
H 11.27991 4.96551 0.18252
H 12.28105 3.73740 -0.71446
H 12.34824 5.43956 -1.05050
H 9.91897 6.55079 -1.54894
H 10.86162 6.34620 -3.05840
H 9.15065 5.88148 -2.90377
H 9.70677 1.11576 0.70520
H 10.07703 2.68348 0.88478
H 11.21892 1.80137 0.02282
H 9.20192 4.43370 0.30720
C 4.53516 0.51644 4.95869
C 4.52617 -0.77213 5.83094
C 3.23438 -0.72310 6.71315
C 3.01374 -2.10784 7.38684
C 3.06237 -3.24445 6.34181
C 4.40739 -3.29249 5.52124
N 4.60362 -1.90975 4.93850
O 5.60131 -1.94234 3.95003
C 5.55455 -3.98553 6.31734
C 4.03987 -4.24795 4.32014
C 5.79914 -0.79884 6.75825
H 3.72826 0.47472 4.22707
H 5.49092 0.72620 4.47847
H 4.46252 1.37079 5.63168
H 3.41920 -0.06555 7.56260
H 2.41149 -0.39720 6.07695
H 2.01562 -2.08597 7.82430
H 3.70861 -2.42164 8.16580
H 2.21595 -3.06473 5.67896
H 2.78645 -4.12789 6.91759
H 6.56433 -3.84632 5.93125
H 5.71310 -3.43545 7.24490
H 5.49848 -5.03186 6.61759
H 3.29965 -3.74301 3.69951
H 4.89765 -4.44818 3.67810
H 3.55931 -5.18702 4.59458
H 6.65899 -1.32395 6.34230
H 5.57225 -1.27576 7.71176
H 6.19041 0.19688 6.96689
H 5.18382 -1.99372 3.08708
C -6.46971 -2.25560 3.75518
O -7.78772 -2.56447 3.97886
C -7.91487 -3.84325 4.57229
C -9.36555 -4.24711 4.85975
N -9.78713 -3.45354 6.05467
C -11.19652 -3.47244 6.31773
C -11.39982 -3.00519 7.71670
O -10.86460 -1.70399 7.93616
C -10.87997 -1.30256 9.31357
H -6.32115 -1.21745 3.45806
H -6.12541 -3.00347 3.04088
H -5.79081 -2.29707 4.60693
H -7.31181 -3.74787 5.47524
H -7.47120 -4.64117 3.97683
H -9.47843 -5.30721 5.08677
H -9.90296 -3.93931 3.96278
H -9.52536 -2.47955 6.10877
H -11.49195 -4.52163 6.31591
H -11.85370 -2.98469 5.59779
H -10.86175 -3.68009 8.38234
H -12.47485 -2.99854 7.89656
H -10.32108 -2.05496 9.87003
H -11.84475 -1.31946 9.82054
H -10.41279 -0.32688 9.44729
C -5.37388 9.44192 -0.00042
O -4.15189 9.15972 -0.73238
C -3.27029 10.34497 -0.97065
C -3.04907 11.26011 0.26670
N -2.61436 10.43422 1.37056
C -1.17618 10.15176 1.26997
C -0.76954 9.44042 2.55852
O 0.51760 8.92191 2.46322
C 0.59419 7.66289 1.79305
H -5.09650 9.42563 1.05357
H -6.06600 8.66706 -0.33004
H -5.81538 10.41792 -0.20195
H -3.71432 11.00038 -1.71990
H -2.38119 9.87996 -1.39652
H -3.89127 11.92139 0.47040
H -2.23421 11.93990 0.01771
H -3.12978 9.57692 1.23107
H -0.66197 11.11281 1.27736
H -0.94109 9.63643 0.33870
H -1.54470 8.75397 2.89914
H -0.75983 10.17964 3.35949
H 0.00697 6.95581 2.37898
H 1.63037 7.32806 1.84122
H 0.21892 7.70060 0.77038
C -1.30413 -8.08120 -3.29867
O -1.25445 -8.80822 -2.09735
C -2.34540 -8.60739 -1.20705
C -2.29143 -9.64977 -0.09706
N -1.15750 -9.74310 0.80793
C -0.67211 -8.53325 1.50262
C -1.67135 -7.96297 2.53157
O -1.07508 -6.97785 3.29372
C -1.96988 -6.32590 4.22447
H -1.46239 -7.00644 -3.20950
H -2.13890 -8.40849 -3.91846
H -0.47430 -8.23070 -3.98941
H -3.33304 -8.74162 -1.64825
H -2.30584 -7.58035 -0.84413
H -2.40646 -10.60411 -0.61099
H -3.20505 -9.62782 0.49702
H -0.37342 -9.98366 0.21846
H -0.30305 -7.71280 0.88720
H 0.20144 -8.98269 1.97486
H -2.02962 -8.66101 3.28820
H -2.63122 -7.63596 2.13182
H -2.45464 -7.01880 4.91222
H -2.71165 -5.71709 3.70753
H -1.35317 -5.65444 4.82188

Force components x, y, z for each atom (eV/Å):
C 1.90 -0.66 0.73
C -0.01 1.60 -2.43
O 0.86 -2.03 -0.44
C -1.84 -0.60 0.24
O 0.76 2.17 0.05
O -0.07 -0.27 0.33
H -0.15 -0.47 0.02
H -1.32 0.67 1.06
H -0.21 -0.16 0.73
H 0.05 -0.24 -0.28
C -0.65 0.21 -0.97
C 0.31 -0.24 1.40
O 0.09 1.02 -0.56
C -0.89 2.03 0.48
O 1.76 -2.78 -0.84
O -0.35 -1.16 1.01
H 0.25 0.24 -0.30
H -0.20 0.38 -0.20
H -0.20 0.06 0.43
H -0.15 0.19 -0.43
C -0.27 0.35 2.18
C 0.79 1.03 -0.92
O -0.68 -0.31 1.20
C 3.79 -1.13 -1.27
O -2.87 3.43 0.23
O -0.54 -0.36 -0.56
H 0.13 -0.73 -0.68
H -0.15 -0.72 -0.58
H -0.78 -0.95 0.18
H 0.55 -0.62 0.23
C -2.14 1.14 0.86
C 0.01 0.35 -1.40
O 2.28 -0.77 -2.04
C 1.08 -2.10 3.00
O -1.42 2.19 -2.54
O -1.70 0.51 1.58
H 0.00 -0.89 -0.01
H 1.15 0.16 0.36
H 0.37 -0.17 0.14
H 0.40 -0.40 0.08
C -0.03 -0.29 0.84
C 2.54 -0.01 0.12
O -1.93 0.22 0.55
C 0.51 -1.81 -1.32
O -0.84 0.34 0.57
O -0.68 0.73 -0.48
H 0.40 0.65 0.07
H -0.11 -0.17 -0.12
H -0.16 0.09 -0.42
H 0.31 0.29 0.21
C 1.20 1.47 -1.12
C -1.61 -0.79 0.25
O 0.97 1.44 0.70
C 3.86 -1.18 -0.53
O -4.40 1.35 -0.03
O -1.44 -1.28 0.27
H 0.06 -0.68 0.39
H 0.21 -0.64 -0.20
H 0.51 0.43 0.36
H 0.64 -0.09 -0.10
C -0.07 0.06 1.05
C -0.94 -0.98 -0.53
O 0.07 0.82 0.20
C 0.93 -0.30 -1.87
O -0.97 1.28 0.83
O -0.97 -1.73 1.66
H 0.38 -0.22 -0.78
H 0.66 0.12 0.09
H 0.77 0.30 -0.36
H 0.17 0.67 -0.28
C 0.48 0.64 -0.27
C -1.73 -0.93 -0.80
C 1.07 -0.39 0.30
C 0.31 -2.09 -0.33
C 0.34 0.47 -0.70
C -1.71 1.11 -0.10
N -2.17 1.01 -0.12
O 0.99 0.07 0.04
C 0.84 0.83 -1.08
C 0.89 -0.54 -0.17
C 1.36 1.11 0.83
H 0.10 -0.29 -0.37
H 0.27 -0.59 0.06
H -0.21 0.23 -0.06
H 0.52 -0.32 -0.15
H -0.15 0.03 0.25
H -0.25 0.93 0.00
H -0.45 0.61 0.38
H -0.04 -0.12 -0.12
H 0.56 0.43 1.35
H 0.13 -0.27 0.91
H -0.72 -0.36 -0.23
H 0.13 -0.13 0.35
H -0.11 0.19 0.13
H 0.15 -0.16 0.02
H -0.59 -0.06 -0.27
H -0.10 -0.61 0.23
H 0.39 -0.47 -0.38
H -0.77 0.03 0.17
H 0.49 -0.38 0.15
C -0.23 1.36 0.00
C 0.36 -2.14 0.46
C 0.43 -0.12 0.52
C 0.57 0.85 -1.92
C -1.38 0.72 0.85
C 0.45 0.61 -0.56
N -1.93 -3.24 0.67
O 0.63 2.24 0.34
C -1.11 0.53 0.31
C -0.15 -0.16 -0.11
C -0.25 1.84 -0.11
H -0.03 -0.77 0.16
H -0.36 -0.24 0.19
H 0.46 0.36 0.13
H -0.11 0.33 -0.77
H -0.09 -0.21 -0.01
H -0.07 -0.02 -0.07
H 0.37 0.25 0.20
H 0.56 0.24 0.06
H 1.12 -0.32 0.05
H -0.04 0.22 -0.29
H 0.51 -0.76 0.07
H -0.02 -0.15 -0.19
H 0.09 -0.27 0.06
H 0.08 -0.04 0.12
H -0.33 0.34 0.00
H 0.36 0.04 -0.06
H 0.27 -0.43 0.08
H -0.14 -0.42 -0.20
H -0.02 -0.67 -0.02
C -0.27 1.47 1.15
C -0.21 -0.74 -0.45
C 2.46 -1.70 -0.40
C -0.62 0.82 -0.64
C -0.70 0.96 -0.04
C 0.44 -1.13 -1.00
N 0.38 0.59 -2.53
O -0.09 0.28 0.52
C -0.04 0.96 0.09
C -0.26 -0.42 1.00
C -0.37 0.31 1.21
H 0.43 -1.08 -0.32
H 0.40 0.32 0.94
H -0.01 -0.28 -0.82
H -0.39 -0.37 1.01
H 0.09 1.06 -0.18
H -0.29 -0.39 -0.11
H -0.59 -0.81 0.83
H -0.16 0.36 -0.05
H -0.10 0.51 -0.08
H -0.06 -0.36 0.26
H -0.31 0.00 0.35
H 0.07 0.08 -0.25
H 0.30 0.25 0.03
H 0.09 -0.09 0.14
H 0.13 -0.51 -0.26
H 0.06 -0.63 -0.64
H -0.21 0.67 -0.15
H -0.13 -0.38 -0.47
H -0.06 0.26 0.85
C 0.54 -0.22 0.76
C 2.26 1.37 0.07
C 1.71 -1.87 0.25
C -0.57 -0.18 -1.35
C 0.05 1.27 0.61
C -1.50 -1.64 -0.90
N -2.53 -2.81 0.04
O 1.14 0.64 0.99
C 0.85 1.73 0.95
C 0.18 0.93 -0.17
C -0.16 0.52 0.16
H 0.01 0.20 0.04
H 0.01 -0.58 -0.33
H -0.62 0.07 0.04
H -0.06 0.68 -0.47
H -0.23 -0.16 0.30
H -0.03 -0.17 0.22
H 0.22 0.80 0.18
H 0.17 -0.08 -0.48
H 0.63 -0.57 -0.43
H -0.17 -0.09 -0.97
H -0.41 -0.07 0.45
H -0.77 -0.03 -0.51
H -0.06 0.20 -0.08
H 0.10 -0.14 0.15
H 0.33 -0.02 0.47
H -0.29 -0.17 -0.39
H 0.01 0.05 0.05
H -0.28 0.23 0.15
H -0.57 0.10 0.13
C 1.27 0.03 -0.43
O -1.85 0.07 0.35
C 0.23 -0.50 0.56
C 0.87 2.87 1.02
N -0.16 -0.76 -0.67
C 0.34 -0.93 0.17
C -0.31 0.67 0.74
O -0.43 0.76 0.18
C 0.42 -1.09 -0.22
H -0.54 -0.13 -0.69
H 0.73 0.38 -0.48
H -0.24 -0.53 0.74
H -0.19 -0.62 0.51
H 0.31 0.08 -0.53
H 0.09 0.08 -0.13
H -0.46 -0.35 -0.20
H 0.74 -0.05 -0.68
H -0.31 -0.19 0.02
H 0.05 0.46 -0.24
H -0.22 -0.31 0.18
H -0.20 -0.07 0.50
H 0.47 0.04 0.21
H -0.55 0.24 -0.55
H -0.06 -0.11 -0.37
C 1.20 -0.17 -0.56
O 0.44 1.92 -0.01
C -1.61 -0.20 0.17
C 0.77 -0.93 -0.99
N 0.02 0.50 0.31
C -0.92 0.32 0.84
C -0.16 0.72 -0.24
O 0.71 -0.73 -0.14
C -0.16 0.32 0.95
H -0.67 -0.26 0.22
H -0.03 0.01 0.51
H 0.13 0.12 -0.34
H -0.23 -0.26 -0.44
H 0.13 0.27 0.31
H -0.34 -0.42 0.18
H 0.04 0.13 -0.18
H 0.18 -0.43 0.44
H 0.10 -0.01 -0.25
H 0.36 -0.34 0.07
H 0.05 -0.73 -0.29
H 0.17 0.18 -0.06
H -0.20 -0.32 -0.15
H -0.04 0.19 -0.26
H 0.11 0.04 -0.11
C -1.08 0.13 -1.00
O 0.33 -0.23 0.03
C 0.37 0.25 0.35
C -0.48 -0.22 0.03
N 0.14 0.68 -0.82
C -0.63 -0.61 0.76
C -0.53 -1.16 0.60
O 0.26 1.95 0.87
C 1.08 -0.12 -0.59
H 0.23 0.22 0.58
H -0.49 -0.22 0.07
H 0.59 -0.27 0.80
H -0.02 0.00 -0.65
H 0.02 0.23 0.24
H 0.39 -0.25 0.01
H -0.17 0.54 0.06
H 0.17 -0.46 -0.01
H -0.22 0.13 -0.41
H 0.08 0.70 0.67
H 0.21 -1.22 -0.30
H 0.03 0.47 -0.90
H -0.09 -0.32 -0.14
H -0.18 -0.12 -0.17
H 0.04 -0.06 -0.09

Results
spin multiplicity: 1
HOMO energy: -7.956 eV
frontier orbital gap: 7.88 eV
electronic energy: -154077.4045 eV
ΔE to the lowest compared entry with this formula, charge and spin: 0.000 eV
lowest unoccupied orbital energy: -0.003 Ha

Atom charges from the Mulliken analysis, given in e for atoms 1 to 4: C -0.124; C -0.415; O -0.344; C 0.690